Entry 1:
C20H23N3O2 in the gas phase. Source: OMol25; level of theory: ωB97M-V/def2-TZVPD.

Each line ends with the Mulliken charge.
Geometry (Å):
C  -5.79690  -3.16023  1.02423  -0.607
C  -6.34317  -2.12498  0.46081  -0.203
C  -6.05422  -1.39108  -0.89410  -1.431
C  -5.58814  -0.13809  -0.67458  0.952
C  -6.43491  0.82836  -0.71834  -0.121
C  -5.99253  2.18281  -0.27146  -0.556
C  -4.67061  2.29460  0.00587  -0.658
C  -3.74116  1.34087  -0.35883  0.756
C  -4.30959  0.06288  -0.57262  0.314
O  -3.45774  -1.10532  -0.57234  -0.625
H  -2.61239  -0.62511  -0.41553  0.845
C  -2.41037  1.62844  -0.16649  -0.649
N  -1.44045  0.39494  -0.23066  -0.324
N  -0.12537  0.90891  0.08064  -0.210
C  0.74967  -0.21256  -0.15300  0.202
O  0.38387  -1.37689  -0.11034  -0.578
C  2.23211  0.09129  0.29783  0.588
N  3.02551  -0.77563  -0.27202  -0.175
C  4.54037  -0.54781  -0.42322  0.798
C  5.14010  -1.76759  -0.50652  -0.700
C  6.49929  -1.77370  -0.78676  -0.668
C  7.10454  -0.48141  -0.34917  -0.431
C  6.50766  0.70310  -0.18958  0.624
C  5.06700  0.59210  -0.00049  -0.194
H  4.58779  1.62791  -0.22390  0.099
C  7.32295  1.90516  -0.03074  -1.378
H  8.11877  1.76935  -0.67346  0.490
H  6.62638  2.89618  -0.23893  0.265
H  7.50937  1.90441  1.12240  0.250
H  8.33522  -0.58793  -0.48743  0.108
H  7.11017  -2.56341  -0.95140  0.505
H  4.61254  -2.77172  -0.90197  0.187
H  2.69060  -1.60978  -0.35173  0.194
C  2.35206  0.22845  1.75159  -1.643
H  1.69844  1.06029  2.19680  0.339
H  3.45104  0.79539  2.04407  0.239
H  2.15296  -0.59101  2.06241  0.705
H  2.37085  1.25389  0.04961  0.016
H  0.14431  1.82474  0.22411  0.272
H  -2.09668  2.69352  0.21032  0.159
H  -4.08072  3.32270  0.18768  0.081
H  -6.73200  3.19790  -0.02486  0.187
H  -7.62379  0.84242  -0.66694  0.227
H  -7.18944  -1.54685  -1.41358  0.242
H  -5.59907  -2.02790  -1.48759  0.724
H  -7.11557  -1.69772  1.03469  0.322
H  -4.98208  -3.74922  0.41951  0.150
H  -5.93670  -3.72465  1.94603  0.309

Its multiplicity is 1. Its SMILES is C=CCc1cccc(/C=N/NC(=O)[C@@H](C)Nc2cccc(C)c2)c1O. As for the charge: 0. The LUMO energy comes out at -0.909 eV. For the total energy, the calculation gives -1090.16298 a.u.

---

Entry 2:
C20H23N3O2 in the gas phase. Source: OMol25; level of theory: ωB97M-V/def2-TZVPD.

Each line ends with the Mulliken charge.
Geometry (Å):
C  -5.32169  -3.57558  0.00021  -1.324
C  -4.47190  -2.34999  0.24944  0.737
O  -3.54587  -2.31908  1.03552  -0.634
N  -4.84020  -1.26639  -0.47310  -0.161
H  -5.53558  -1.36100  -1.19462  0.264
C  -4.08989  -0.03350  -0.39417  -0.739
H  -3.83022  0.11747  0.65730  0.419
H  -4.71828  0.79426  -0.72255  0.376
C  -2.80024  -0.09059  -1.23646  -0.796
C  -1.85450  0.97372  -0.80910  0.527
N  -1.73296  2.12158  -1.41072  -0.884
C  -0.80082  2.82379  -0.68885  0.414
C  -0.28500  4.09987  -0.88330  -0.629
C  0.65749  4.55164  0.01556  -0.423
C  1.08470  3.76389  1.08663  -0.793
C  0.58423  2.49556  1.29914  -0.815
C  -0.36189  2.03354  0.39863  0.812
N  -1.06633  0.85568  0.30652  0.487
C  -0.89088  -0.29735  1.14870  -1.073
H  -0.67010  0.04862  2.16155  0.320
H  -1.80094  -0.90146  1.16908  0.234
C  0.27252  -1.17111  0.66744  -0.469
O  1.46217  -0.44236  0.86300  -0.168
C  2.63626  -0.94604  0.38561  0.568
C  2.79707  -2.20908  -0.16659  -0.352
C  4.04771  -2.61383  -0.60725  -0.853
C  5.15295  -1.78529  -0.51006  0.779
C  4.97858  -0.52046  0.04562  -0.674
C  3.74283  -0.10224  0.48668  -0.451
H  3.60161  0.87882  0.91228  0.465
H  5.82649  0.14395  0.12965  0.365
C  6.50366  -2.22088  -0.99332  -1.403
H  7.24857  -2.09618  -0.20884  0.342
H  6.81362  -1.61576  -1.84513  0.311
H  6.49003  -3.26404  -1.29876  0.341
H  4.15547  -3.60114  -1.03384  0.266
H  1.96388  -2.88912  -0.25514  0.385
H  0.28406  -2.10443  1.24684  0.470
H  0.14354  -1.41366  -0.39684  0.517
H  0.92720  1.88640  2.12071  0.396
H  1.82694  4.15978  1.76456  0.404
H  1.08049  5.53813  -0.10737  0.378
H  -0.61791  4.70417  -1.71192  0.439
H  -2.34298  -1.07301  -1.10494  0.198
H  -3.03399  0.05640  -2.29072  0.386
H  -5.19288  -3.91435  -1.02587  0.339
H  -6.37175  -3.34484  0.16331  0.360
H  -5.01664  -4.36780  0.67723  0.342

Its multiplicity is 1. Its SMILES is CC(=O)NCCc1nc2ccccc2n1CCOc1ccc(C)cc1. As for the charge: 0. The LUMO energy comes out at 0.601 eV. For the total energy, the calculation gives -1090.71790 a.u.

---

Entry 3:
C20H23N3O3 in the gas phase. Source: OMol25; level of theory: ωB97M-V/def2-TZVPD.

Each line ends with the Mulliken charge.
Geometry (Å):
C  -4.72831  -1.64553  1.09631  -1.659
C  -3.51082  -2.00521  0.29891  0.601
C  -2.42463  -1.14461  0.24054  -0.133
C  -1.27814  -1.47728  -0.47753  0.441
C  -1.22697  -2.70298  -1.13738  -0.704
C  -2.30471  -3.56513  -1.08122  -0.921
C  -3.44165  -3.21920  -0.37294  -0.488
H  -4.28118  -3.89820  -0.33204  0.420
H  -2.25823  -4.51447  -1.59337  0.388
H  -0.34057  -2.97216  -1.68849  0.482
C  -0.11776  -0.59179  -0.55053  -0.720
C  1.21674  -0.91593  -0.30691  0.973
C  1.98329  0.24772  -0.56936  0.427
C  1.11727  1.22975  -0.97257  -1.219
N  -0.14950  0.70686  -0.94577  0.430
C  -1.30901  1.46690  -1.32178  -1.482
H  -1.17293  1.85693  -2.33600  0.341
H  -2.17936  0.80960  -1.30717  0.636
C  -1.54693  2.68182  -0.40450  0.353
H  -2.57934  3.02603  -0.57548  0.527
O  -0.65307  3.71575  -0.78906  -0.503
C  -0.27680  4.43017  0.36745  -0.622
C  -0.17078  3.37525  1.46773  -0.549
H  0.78803  2.86107  1.39918  0.133
H  -0.27618  3.80051  2.46243  0.456
C  -1.31206  2.42171  1.10128  -0.682
H  -2.21254  2.65580  1.66815  0.529
H  -1.03757  1.38694  1.29398  0.111
H  -1.04588  5.17528  0.61931  0.330
H  0.66062  4.94317  0.15127  0.365
H  1.27918  2.24171  -1.27937  0.730
N  3.34797  0.25605  -0.40477  -0.086
C  4.00417  -0.86746  0.02912  0.756
O  5.20944  -0.88838  0.17934  -0.685
N  3.23153  -1.98826  0.29787  -0.055
C  1.84500  -2.12036  0.17694  0.633
O  1.28799  -3.16008  0.46800  -0.697
C  3.97946  -3.14253  0.76643  -1.184
H  3.26647  -3.94397  0.94512  0.383
H  4.51000  -2.89312  1.68517  0.326
H  4.70916  -3.44125  0.01402  0.325
C  4.09928  1.45436  -0.69461  -1.220
H  3.96238  1.74137  -1.73857  0.332
H  3.76869  2.27205  -0.05138  0.316
H  5.14980  1.24048  -0.50602  0.402
H  -2.46859  -0.21479  0.78986  0.390
H  -4.77529  -0.57453  1.27983  0.366
H  -4.70395  -2.15473  2.05997  0.321
H  -5.63376  -1.95535  0.57865  0.387

Its multiplicity is 1. Its SMILES is Cc1cccc(-c2c3c(=O)n(C)c(=O)n(C)c3cn2C[C@H]2CCCO2)c1. As for the charge: 0. The LUMO energy comes out at 0.648 eV. For the total energy, the calculation gives -1165.97009 a.u.

---

Entry 4:
C20H23N5O in the gas phase. Source: OMol25; level of theory: ωB97M-V/def2-TZVPD.

Each line ends with the Mulliken charge.
Geometry (Å):
C  -3.36479  -4.91857  -1.13693  -1.312
C  -2.78322  -4.24868  0.10179  -0.307
C  -2.11388  -2.92112  -0.24112  -0.338
C  -1.53522  -2.24643  1.00336  -1.253
N  -0.91196  -0.99001  0.67315  0.243
C  0.41412  -0.78415  0.44795  1.070
N  1.36177  -1.73641  0.57144  -0.547
C  2.56268  -1.33133  0.31769  0.060
N  2.95296  -0.09532  -0.04407  0.190
C  2.01302  0.97853  -0.17591  -0.599
O  2.37118  2.09427  -0.47175  -0.674
C  0.67452  0.53929  0.08754  0.198
C  -0.59186  1.20273  0.07998  0.815
N  -0.95229  2.43326  -0.18035  -0.675
C  -2.27362  2.68560  -0.08201  0.142
C  -2.73433  3.99207  -0.34902  -0.508
C  -4.06530  4.28510  -0.25999  -0.500
C  -4.99530  3.29321  0.09777  -0.461
C  -4.58663  2.01657  0.36365  -0.481
C  -3.22189  1.67847  0.28226  0.245
N  -2.84345  0.40570  0.55068  -0.533
C  -1.56000  0.19247  0.44772  0.225
H  -5.28402  1.24082  0.64013  0.446
H  -6.04251  3.55044  0.16123  0.383
H  -4.41574  5.28604  -0.46472  0.383
H  -2.00043  4.73422  -0.62138  0.472
C  4.39004  0.12341  -0.27143  0.105
C  4.65452  0.78845  -1.61801  -1.715
H  5.72789  0.85878  -1.77356  0.408
H  4.22506  0.18747  -2.41739  0.430
H  4.21885  1.78048  -1.65499  0.384
C  5.05198  0.83565  0.92617  -0.678
C  5.06365  2.35942  0.88371  -1.155
H  5.45111  2.74206  1.82542  0.408
H  4.06536  2.75506  0.72998  0.296
H  5.70412  2.71773  0.08264  0.261
H  4.54372  0.50131  1.83488  0.347
H  6.08481  0.48225  0.98398  0.405
H  4.82273  -0.88491  -0.31247  0.437
H  3.34239  -2.07809  0.40667  0.302
H  -2.33421  -2.04521  1.72160  0.325
H  -0.77166  -2.87912  1.46078  0.464
H  -1.30925  -3.08996  -0.96050  0.286
H  -2.84339  -2.24836  -0.69668  0.320
H  -2.05067  -4.91315  0.56531  0.305
H  -3.57995  -4.07280  0.82754  0.322
H  -3.84008  -5.86060  -0.87459  0.391
H  -2.58220  -5.12005  -1.86502  0.338
H  -4.10864  -4.27658  -1.60318  0.333

Its multiplicity is 1. Its SMILES is CCCCn1c2nc3ccccc3nc2c2c(=O)n([C@@H](C)CC)cnc21. As for the charge: 0. The LUMO energy comes out at -0.320 eV. For the total energy, the calculation gives -1125.01197 a.u.

---

Entry 5:
C20H23N5O2 in the gas phase. Source: OMol25; level of theory: ωB97M-V/def2-TZVPD.

Each line ends with the Mulliken charge.
Geometry (Å):
C  1.89479  -7.64258  0.72648  -1.295
C  0.48659  -7.08408  0.56490  -0.296
C  0.48959  -5.55850  0.52912  -0.561
H  1.11819  -5.21269  -0.29349  0.300
H  0.91166  -5.16329  1.45341  0.341
C  -0.91948  -4.99315  0.35603  -0.723
C  -0.92464  -3.51087  0.40396  0.547
N  -0.09996  -2.75983  1.04822  -0.645
C  -0.51307  -1.46990  0.80064  0.673
C  -0.01504  -0.24709  1.22214  -0.461
C  -0.67220  0.89144  0.77882  0.348
C  -1.80431  0.81107  -0.03882  -0.475
C  -2.30670  -0.40098  -0.47289  -1.722
C  -1.64260  -1.53278  -0.04180  0.957
O  -1.89068  -2.84514  -0.28621  -0.494
H  -3.17594  -0.46348  -1.10688  0.425
H  -2.28982  1.72821  -0.33332  0.578
C  -0.24368  2.24512  1.24787  0.358
O  -0.99534  2.96530  1.87629  -0.656
N  1.04805  2.59531  0.98610  0.077
C  1.83980  2.00926  -0.07110  -0.574
H  2.89039  2.07345  0.22865  0.378
H  1.58017  0.96132  -0.20583  0.391
C  1.59262  2.79707  -1.38344  -0.960
N  1.09766  4.12318  -1.06836  -0.030
C  -0.23623  4.37577  -1.24460  0.954
N  -0.91205  3.52978  -2.02966  -0.426
C  -2.18606  3.79198  -2.27687  -0.384
C  -2.81882  4.90404  -1.75456  -0.279
N  -2.15781  5.75442  -0.97399  -0.638
C  -0.89696  5.50405  -0.71401  -0.283
H  -0.40817  6.21792  -0.06774  0.302
H  -3.85685  5.13073  -1.94625  0.408
H  -2.69533  3.07728  -2.91037  0.441
C  1.82628  4.70441  0.03588  -0.879
H  1.60432  5.76535  0.13497  0.359
C  1.47684  3.93860  1.33120  -0.816
H  2.34253  3.88750  1.99950  0.381
H  0.64427  4.41079  1.85735  0.435
H  2.89048  4.60413  -0.19675  0.374
H  0.83695  2.30635  -1.99653  0.504
H  2.52168  2.88916  -1.95469  0.323
H  0.83564  -0.19309  1.88255  0.535
H  -1.35859  -5.31131  -0.59222  0.255
H  -1.56326  -5.36657  1.15908  0.285
H  0.04750  -7.46867  -0.35877  0.313
H  -0.13593  -7.42546  1.39493  0.319
H  2.34314  -7.28130  1.64901  0.327
H  1.87491  -8.72932  0.75583  0.386
H  2.52549  -7.33294  -0.10377  0.326

Its multiplicity is 1. Its SMILES is CCCCc1nc2cc(C(=O)N3CCN(c4cnccn4)CC3)ccc2o1. As for the charge: 0. The LUMO energy comes out at 0.720 eV. For the total energy, the calculation gives -1200.21004 a.u.

---

Question: Number 3 is which compound?
Answer: C20H23N3O3